Density functional theory data (ωB97M-V/def2-TZVPD) for a structure of composition C12H14ClN5O13SV at a distorted geometry.

Element x y z (Å)
V 1.322 0.107 -1.130
C -2.274 0.858 -0.583
C -1.165 1.630 0.025
N 0.112 1.463 -0.218
C 0.811 2.317 0.602
C -0.072 3.024 1.362
N -1.308 2.570 0.973
C 0.044 4.050 2.436
O 1.237 4.484 2.743
O -0.968 4.454 2.974
C 2.300 2.115 0.657
O 2.995 2.899 1.326
O 2.706 1.093 0.042
H -1.858 0.174 -1.319
H -2.979 1.529 -1.076
H -2.794 0.281 0.185
H -2.164 2.906 1.378
H 2.006 3.986 2.244
O 1.942 -0.719 -4.237
S 1.054 0.259 -3.666
O 0.333 1.040 -4.647
O 0.072 -0.387 -2.663
O 1.808 1.189 -2.671
O 3.192 -3.569 -0.600
Cl 3.472 -2.158 -0.546
O 4.850 -1.875 -0.843
O 3.133 -1.652 0.756
O 2.608 -1.483 -1.587
N -2.852 -4.689 1.781
C -2.350 -3.523 2.365
O -2.775 -3.182 3.476
C -1.388 -2.771 1.592
C -1.040 -3.051 0.236
C -0.160 -2.255 -0.427
N 0.430 -1.141 0.127
C 0.164 -0.928 1.474
C -0.710 -1.674 2.191
H -3.359 -5.276 2.418
H -2.292 -5.159 1.091
H -1.476 -3.879 -0.310
H 0.087 -2.437 -1.461
H 0.720 -0.127 1.943
H -0.887 -1.455 3.237
N -0.819 2.895 -2.697
H -0.756 3.349 -3.600
H -1.101 1.949 -2.935
H 0.152 2.767 -2.418

Properties
net charge	-2
E_tot	-3520.0660	hartree
energy relative to the best compared isomer or geometry (same formula, charge and spin)	1.334	eV
frontier orbital gap (spin up / spin down)	0.1951 / 0.3219	Eh
2S+1	4
E_HOMO (spin up / spin down)	-0.687 / -4.149	eV
maximum force	0.03163	hartree/bohr



Density functional theory data (ωB97M-V/def2-TZVPD) for a structure of composition C12H14CoN2P at a distorted geometry.

Element x y z (Å)
C -1.469 -0.304 -2.739
C -0.221 0.236 -3.283
C 0.927 -0.580 -2.919
C 0.383 -1.734 -2.253
C -1.063 -1.636 -2.073
Co -2.022 -0.341 -0.195
P -4.044 0.467 -0.600
H -2.461 -0.184 -3.222
H -0.165 1.250 -3.679
H 1.927 -0.156 -2.622
H -1.750 -2.491 -1.953
H 0.975 -2.496 -1.754
H -4.580 -0.903 -0.496
H -4.223 1.104 -1.934
H -4.067 1.360 0.572
N -0.211 1.125 2.787
C -1.052 0.853 1.789
N -0.362 0.233 0.793
C 0.988 0.134 1.176
C 2.129 -0.369 0.527
C 3.345 -0.248 1.216
C 3.415 0.330 2.505
C 2.263 0.805 3.130
C 1.077 0.692 2.445
H -0.505 1.572 3.639
H -2.127 1.076 1.735
H 2.022 -0.840 -0.457
H 4.265 -0.612 0.750
H 4.380 0.398 3.009
H 2.226 1.258 4.108

Properties
net charge	0
E_tot	-2299.0355	hartree
energy relative to the best compared isomer or geometry (same formula, charge and spin)	1.338	eV
frontier orbital gap (spin up / spin down)	0.1620 / 0.2397	Eh
2S+1	5
E_HOMO (spin up / spin down)	-4.403 / -7.163	eV
maximum force	0.06410	hartree/bohr



Density functional theory data (ωB97M-V/def2-TZVPD) for a structure of composition C12H14F6NO10S2Zn at a distorted geometry.

Element x y z (Å)
Zn -0.269 -0.158 0.102
C 2.931 0.043 -2.784
C 4.208 0.788 -2.727
C 4.715 1.339 -1.262
O 5.948 1.615 -1.121
C 3.663 1.413 -0.213
C 2.500 0.760 -0.392
C 2.107 0.039 -1.667
O 1.074 -0.783 -1.630
O 1.586 1.087 0.491
O 5.009 0.907 -3.649
H 2.624 -0.600 -3.596
H 3.842 1.801 0.778
C -2.822 -1.793 -2.326
F -1.972 -1.489 -3.334
F -3.999 -2.204 -2.774
F -2.368 -2.783 -1.573
S -3.197 -0.233 -1.245
O -4.211 0.653 -1.858
O -3.465 -0.790 0.111
N -1.630 0.567 -1.074
S -1.596 1.691 -2.231
O -0.209 2.197 -2.425
O -2.355 1.474 -3.470
C -2.515 3.228 -1.397
F -2.301 3.244 -0.043
F -2.003 4.343 -1.828
F -3.826 3.298 -1.756
C 1.758 -3.163 1.255
C 0.870 -2.158 1.939
O -0.341 -1.945 1.113
H 2.185 -2.802 0.319
H 1.210 -4.064 0.978
H 2.618 -3.309 1.908
H 1.378 -1.213 2.130
H 0.615 -2.728 2.832
H -1.020 -2.539 1.440
C -0.884 0.247 4.288
C -1.648 0.372 3.003
O -0.865 0.739 1.904
H -0.069 -0.470 4.383
H -1.672 -0.113 4.950
H -0.427 1.226 4.437
H -2.357 1.135 3.325
H -2.170 -0.545 2.731
H -0.650 1.673 1.956

Properties
net charge	-1
E_tot	-4447.7129	hartree
frontier orbital gap	0.2128	Eh
E_HOMO	-4.231	eV
maximum force	0.10621	hartree/bohr



Density functional theory data (ωB97M-V/def2-TZVPD) for an isolated molecule of C12H14FNO4Si at a distorted geometry.

Element x y z (Å)
O 1.029 -1.874 -3.132
C 0.981 -1.092 -2.186
C 2.325 -0.977 -1.505
N 2.128 -1.652 -0.240
C 2.586 -1.065 0.983
C 1.583 -0.054 1.484
O 1.073 0.757 0.433
Si -0.294 0.106 -0.204
C -1.707 1.224 0.008
C -1.977 1.630 1.327
C -2.788 2.744 1.476
C -3.098 3.495 0.344
F -3.913 4.540 0.593
C -2.679 3.221 -0.900
C -2.054 1.977 -1.112
O -0.697 -1.222 0.674
C -0.274 -2.435 -0.006
C 1.199 -2.793 -0.076
O -0.061 -0.310 -1.856
H 2.371 0.079 -1.275
H 3.227 -1.453 -1.947
H 3.543 -0.449 0.821
H 2.834 -1.854 1.735
H 2.028 0.674 2.212
H 0.720 -0.559 1.977
H -1.605 1.056 2.173
H -3.024 3.087 2.474
H -2.904 3.939 -1.788
H -1.902 1.644 -2.046
H -0.629 -2.406 -1.029
H -0.923 -3.177 0.455
H 1.358 -3.606 -0.761
H 1.543 -3.194 0.891

Properties
net charge	0
E_tot	-1210.8080	hartree
energy relative to the best compared isomer or geometry (same formula, charge and spin)	1.449	eV
frontier orbital gap	0.3462	Eh
E_HOMO	-8.683	eV
SMILES string	O=C1CN2CCO[Si](c3ccc(F)cc3)(OCC2)O1
maximum force	0.09659	hartree/bohr



Density functional theory data (ωB97M-V/def2-TZVPD) for an isolated molecule of C12H14IN at a distorted geometry.

Element x y z (Å)
C 1.670 1.848 0.230
C 0.522 0.928 0.576
C -0.436 1.254 1.686
C -0.172 -0.121 2.340
C 0.579 -0.460 1.119
C 1.637 -1.617 1.102
C -0.134 -0.171 -0.271
C 0.685 -0.419 -1.486
C 0.300 -0.525 -2.738
C -1.140 -0.622 -2.966
C -2.026 -0.467 -1.945
C -1.589 -0.310 -0.578
N -2.435 -0.341 0.377
I -4.486 -0.240 0.099
H 2.039 2.008 -0.777
H 2.425 1.477 0.825
H 1.312 2.785 0.673
H -1.515 1.320 1.196
H -0.339 2.158 2.143
H 0.553 -0.103 3.150
H -1.120 -0.590 2.615
H 2.679 -1.240 1.271
H 1.554 -2.268 0.313
H 1.327 -2.101 2.010
H 1.706 -0.546 -1.315
H 0.990 -0.860 -3.524
H -1.508 -0.504 -4.118
H -3.079 -0.274 -2.006

Properties
net charge	0
E_tot	-817.9300	hartree
energy relative to the best compared isomer or geometry (same formula, charge and spin)	3.341	eV
frontier orbital gap	0.3028	Eh
E_HOMO	-8.219	eV
SMILES string	C[C@]12CC[C@@]1(C)[C@]21C=CC=C/C1=N\I
maximum force	0.08211	hartree/bohr



Density functional theory data (ωB97M-V/def2-TZVPD) for an isolated molecule of C12H14N2 at a distorted geometry.

Element x y z (Å)
C -2.645 -1.519 1.655
C -3.288 -0.626 0.811
C -1.297 -1.413 1.810
C -2.612 0.339 0.110
C 0.921 -0.462 1.337
C -0.519 -0.409 1.022
C -1.201 0.435 0.238
C -0.681 1.587 -0.482
C 1.749 0.768 1.087
C 1.886 -0.526 -1.217
C 0.570 -0.123 -1.719
C 2.072 -0.441 0.320
N 0.160 1.242 -1.407
N 0.732 2.237 -2.152
H -3.312 -2.163 2.216
H -4.390 -0.709 0.698
H -0.612 -1.857 2.608
H -3.037 1.078 -0.629
H 1.190 -1.217 2.136
H 1.130 1.634 0.705
H 2.411 1.110 1.866
H 2.222 -1.608 -1.548
H 2.591 0.119 -1.711
H 0.602 -0.544 -2.638
H -0.190 -0.785 -1.170
H 2.953 -1.000 0.720
H 1.233 1.961 -2.999
H 1.363 2.893 -1.667

Properties
net charge	0
E_tot	-574.8817	hartree
energy relative to the best compared isomer or geometry (same formula, charge and spin)	1.473	eV
frontier orbital gap (spin up / spin down)	0.2269 / 0.2695	Eh
2S+1	3
E_HOMO (spin up / spin down)	-5.285 / -8.386	eV
maximum force	0.10587	hartree/bohr